{
  "formula": "C3H5NO",
  "method": "ωB97M-V/def2-TZVPD",
  "species": ["C", "C", "N", "C", "O", "H", "H", "H", "H", "H"],
  "xyz": [[-0.705353, 0.435484, -0.531752], [0.820078, 0.254470, -0.480533], [1.056634, -0.410946, 0.808275], [-0.083065, -0.805924, 1.188696], [-1.179108, -0.506987, 0.451516], [-1.018978, 1.434265, -0.205246], [-1.167720, 0.199732, -1.492275], [1.187493, -0.404227, -1.276805], [1.369948, 1.197085, -0.542552], [-0.279930, -1.392953, 2.080677]],
  "atomic_forces_ev_per_a": [[0.04, 0.18, -0.14], [0.04, 0.10, -0.23], [-0.34, -0.15, 0.12], [0.26, -0.05, 0.16], [-0.02, -0.06, 0.07], [0.06, -0.12, -0.10], [0.09, 0.02, 0.15], [-0.04, 0.12, 0.06], [-0.12, -0.13, 0.02], [0.02, 0.07, -0.12]],
  "spin_multiplicity": 1,
  "total_energy_ha": -247.2851,
  "e_above_lowest_ev": 0.602,
  "largest_force_ha_per_bohr": 0.0076,
  "lumo_ev": 1.023,
  "smiles": "C1=NCCO1",
  "gap_ev": 10.68
}

---

{
  "formula": "C3H5NO",
  "method": "ωB97M-V/def2-TZVPD",
  "species": ["C", "C", "C", "H", "H", "H", "H", "H", "N", "O"],
  "xyz": [[0.749554, -1.343607, 0.392320], [-0.168969, 0.960411, 0.396670], [-0.657657, 0.500501, -0.845893], [1.787948, -1.823759, 0.208278], [-0.270168, 0.478010, 1.555610], [0.112921, 2.075217, 0.627885], [-0.584414, 1.044608, -1.890791], [-1.339765, -0.326160, -0.701514], [0.816936, 0.124253, -0.237748], [-0.446387, -1.689475, 0.495183]],
  "atomic_forces_ev_per_a": [[-4.29, 2.89, -3.98], [2.02, 2.88, 6.32], [0.98, -1.07, -1.81], [-1.82, 0.11, 1.15], [-1.36, 1.34, -3.42], [-0.33, -2.02, -0.96], [-0.13, -0.94, 2.71], [-0.08, 0.06, -0.78], [0.00, -1.84, -0.60], [5.01, -1.41, 1.37]],
  "spin_multiplicity": 1,
  "total_energy_ha": -247.1548,
  "e_above_lowest_ev": 4.149,
  "largest_force_ha_per_bohr": 0.1407,
  "lumo_ev": 0.163,
  "smiles": "O=CN1CC1",
  "gap_ev": 9.50
}

---

{
  "formula": "C3H5NO",
  "method": "ωB97M-V/def2-TZVPD",
  "species": ["C", "C", "C", "N", "O", "H", "H", "H", "H", "H"],
  "xyz": [[-0.210384, 0.547182, -0.247804], [-2.959506, -0.069374, 0.185596], [1.996148, 0.060514, -0.086617], [-1.589038, 0.171513, -0.166871], [0.679555, -0.155758, 0.407158], [-3.491849, 0.505891, 0.837732], [-3.431048, -0.740273, -0.559297], [2.449193, 1.051523, 0.292675], [1.923650, 0.127634, -1.269380], [2.634587, -0.894839, 0.268904]],
  "atomic_forces_ev_per_a": [[-5.60, -0.06, -0.66], [8.09, -0.51, -4.98], [2.11, -0.47, -1.38], [-0.90, -0.93, 2.65], [-1.05, -0.51, 0.41], [-1.00, 1.50, 1.91], [0.10, 0.52, 0.79], [-0.76, -1.67, -0.39], [0.46, -0.28, 2.55], [-1.44, 2.42, -0.91]],
  "spin_multiplicity": 1,
  "total_energy_ha": -247.1164,
  "e_above_lowest_ev": 5.194,
  "largest_force_ha_per_bohr": 0.1849,
  "lumo_ev": [0.233, 0.234],
  "gap_ev": [8.70, 8.70]
}

---

{
  "formula": "C3H5NO",
  "method": "ωB97M-V/def2-TZVPD",
  "species": ["C", "C", "N", "C", "O", "H", "H", "H", "H", "H"],
  "xyz": [[0.931348, -0.782434, 0.095940], [-0.660758, -0.026257, 0.812921], [-0.952511, 0.874168, -0.211035], [-0.308062, 1.044912, -1.223508], [1.160715, -0.189100, -1.075182], [1.655885, -0.554383, 0.905410], [0.651437, -1.856930, 0.046897], [-1.463209, -0.775023, 0.921837], [-0.476673, 0.502814, 1.764001], [-0.538171, 1.762234, -2.037279]],
  "atomic_forces_ev_per_a": [[-1.94, 0.50, 1.42], [1.67, -1.00, -0.39], [0.08, 0.40, -0.69], [0.34, -0.81, 0.83], [-1.58, 1.48, -0.37], [-0.21, -0.15, -0.51], [0.29, 0.53, -0.08], [0.45, 0.28, -0.03], [-0.02, -0.34, -0.45], [0.92, -0.89, 0.26]],
  "spin_multiplicity": 1,
  "total_energy_ha": -247.1847,
  "e_above_lowest_ev": 3.334,
  "largest_force_ha_per_bohr": 0.0478,
  "lumo_ev": 1.074,
  "gap_ev": 10.52
}

---

{
  "formula": "C3H5NO",
  "method": "ωB97M-V/def2-TZVPD",
  "species": ["C", "C", "C", "H", "H", "H", "H", "H", "N", "O"],
  "xyz": [[1.780054, -0.253607, -0.055599], [0.486234, -0.556537, 0.090673], [-1.817436, 0.269689, 0.013827], [2.489056, -1.073483, -0.041342], [2.245721, 0.779045, -0.163611], [0.026500, -1.521968, 0.132676], [-0.066517, 1.454093, -0.068502], [-2.335784, 1.239203, 0.228187], [-0.479679, 0.486729, -0.050421], [-2.328145, -0.823164, -0.085892]],
  "atomic_forces_ev_per_a": [[0.59, 0.06, 0.29], [0.04, 2.15, -1.41], [-0.05, 0.51, 0.28], [0.03, 0.13, 0.11], [-1.09, -1.39, 0.10], [0.18, -0.45, 0.22], [-1.11, -1.50, 0.15], [-0.26, -0.63, -0.39], [1.78, 0.72, 0.49], [-0.11, 0.41, 0.17]],
  "spin_multiplicity": 1,
  "total_energy_ha": -247.2832,
  "e_above_lowest_ev": 0.654,
  "largest_force_ha_per_bohr": 0.0499,
  "lumo_ev": 0.874,
  "smiles": "C=CNC=O",
  "gap_ev": 9.97
}

---

{
  "formula": "C3H5NO",
  "method": "ωB97M-V/def2-TZVPD",
  "species": ["O", "C", "N", "C", "C", "H", "H", "H", "H", "H"],
  "xyz": [[-1.578440, 1.405920, -1.409605], [-1.186152, 0.300684, -1.106105], [-0.100726, 0.042671, -0.335104], [0.537612, -0.902531, 0.506559], [0.735778, 0.591471, 0.663894], [-1.642682, -0.632781, -1.482154], [-0.046400, -1.422317, 1.266071], [1.331290, -1.489053, 0.046956], [1.671321, 1.029995, 0.323707], [0.278400, 1.075941, 1.525781]],
  "atomic_forces_ev_per_a": [[0.09, -0.30, 0.18], [0.01, 0.07, 0.03], [-0.09, 0.15, -0.21], [0.03, -0.24, 0.02], [0.17, 0.14, 0.08], [-0.01, 0.10, 0.03], [0.01, 0.13, -0.16], [-0.08, 0.07, 0.14], [-0.11, -0.04, 0.09], [-0.03, -0.07, -0.20]],
  "spin_multiplicity": 1,
  "total_energy_ha": -247.2533,
  "e_above_lowest_ev": 1.467,
  "largest_force_ha_per_bohr": 0.0071,
  "lumo_ev": 0.895,
  "smiles": "O=CN1CC1",
  "gap_ev": 10.63
}

---

{
  "formula": "C3H5NO",
  "method": "ωB97M-V/def2-TZVPD",
  "species": ["C", "O", "C", "C", "N", "H", "H", "H", "H", "H"],
  "xyz": [[-0.047982, -0.363513, -1.324108], [-0.783200, 0.463562, -0.432494], [-0.093585, 0.769683, 0.741640], [0.071811, -0.425131, 1.610554], [0.215706, -1.370558, 2.259430], [-0.727456, -1.108999, -1.742414], [0.753871, -0.902071, -0.806055], [0.381278, 0.227763, -2.142883], [-0.676528, 1.518409, 1.285392], [0.906085, 1.190855, 0.550937]],
  "atomic_forces_ev_per_a": [[0.11, -0.24, -0.19], [0.00, 0.00, -0.04], [0.08, 0.07, 0.22], [0.17, -0.67, 0.49], [-0.14, 0.86, -0.57], [0.02, 0.14, 0.03], [-0.08, 0.07, -0.06], [-0.05, -0.02, 0.20], [0.06, -0.13, -0.08], [-0.16, -0.09, 0.01]],
  "spin_multiplicity": 1,
  "total_energy_ha": -247.2642,
  "e_above_lowest_ev": 1.171,
  "largest_force_ha_per_bohr": 0.0203,
  "lumo_ev": 0.811,
  "smiles": "COCC#N",
  "gap_ev": 11.69
}

---

{
  "formula": "C3H5NO",
  "method": "ωB97M-V/def2-TZVPD",
  "species": ["C", "C", "C", "N", "O", "H", "H", "H", "H", "H"],
  "xyz": [[1.178269, -0.082119, 0.280012], [-1.630223, 0.338704, -0.010537], [-0.433446, -0.437140, -0.465029], [2.074631, -0.748287, -0.205608], [-1.447962, -1.066434, 0.203312], [1.114233, 0.606897, 1.098001], [-1.568765, 0.892604, 0.825071], [-2.597683, 0.587158, -0.707107], [-0.300584, -0.678517, -1.481290], [3.055843, -0.738316, 0.203438]],
  "atomic_forces_ev_per_a": [[-5.37, -0.77, -1.03], [-2.14, -1.95, -4.71], [2.45, 2.91, 1.68], [3.33, -1.58, -0.48], [-0.20, -0.62, 1.07], [0.32, 0.45, 0.63], [0.24, 1.95, 2.86], [2.76, -0.56, 1.53], [0.26, -0.41, -1.15], [-1.65, 0.58, -0.40]],
  "spin_multiplicity": 1,
  "total_energy_ha": -247.1786,
  "e_above_lowest_ev": 3.500,
  "largest_force_ha_per_bohr": 0.1075,
  "lumo_ev": 1.091,
  "smiles": "[H]/N=C/[C@@H]1CO1",
  "gap_ev": 10.29
}

---

{
  "formula": "C3H5NO",
  "method": "ωB97M-V/def2-TZVPD",
  "species": ["O", "C", "C", "N", "C", "H", "H", "H", "H", "H"],
  "xyz": [[-1.736197, -2.519113, 0.718505], [-1.617002, -1.405860, 0.507984], [0.910810, 0.121375, 0.908295], [0.279022, 0.820077, -0.031843], [0.004795, 0.565559, -1.303128], [1.026271, 0.563694, 1.885802], [1.411275, -0.794948, 0.626476], [-0.120836, 1.689081, 0.305644], [-0.561464, 1.293198, -1.864388], [0.403327, -0.333063, -1.753346]],
  "atomic_forces_ev_per_a": [[0.18, 1.37, -0.29], [-0.24, -1.43, 0.31], [0.04, 0.02, -0.11], [0.02, 0.07, 0.04], [0.07, -0.04, 0.02], [-0.04, -0.04, -0.16], [-0.09, 0.10, 0.04], [0.03, -0.08, -0.02], [0.10, -0.10, 0.12], [-0.07, 0.11, 0.05]],
  "spin_multiplicity": 1,
  "total_energy_ha": -247.2098,
  "e_above_lowest_ev": 2.652,
  "largest_force_ha_per_bohr": 0.0288,
  "lumo_ev": 1.088,
  "gap_ev": 8.01
}

---

{
  "formula": "C3H5NO2",
  "method": "ωB97M-V/def2-TZVPD",
  "species": ["C", "N", "C", "C", "O", "O", "H", "H", "H", "H", "H"],
  "xyz": [[-1.230979, 0.224234, 1.306787], [-0.738055, -0.347813, 0.192103], [0.676554, -0.227807, -0.177810], [0.853640, 0.535246, -1.470424], [0.013607, 0.424598, -2.434302], [-0.796656, 1.238743, 1.825245], [-2.015907, -0.328826, 1.854150], [-1.039862, -1.308812, 0.107661], [1.234242, 0.309029, 0.591644], [1.115971, -1.256519, -0.107233], [1.927441, 0.737927, -1.687823]],
  "atomic_forces_ev_per_a": [[0.87, 0.47, 0.63], [-0.11, -1.20, 0.82], [0.55, 1.03, -0.29], [0.05, -0.29, -0.14], [0.12, -0.24, -0.02], [-0.13, 0.18, 0.05], [-0.38, -0.15, -0.60], [-0.32, 0.17, -0.30], [-0.21, 0.14, 0.22], [-0.35, -0.22, -0.45], [-0.09, 0.11, 0.08]],
  "spin_multiplicity": 2,
  "total_energy_ha": -322.5056,
  "e_above_lowest_ev": 1.164,
  "largest_force_ha_per_bohr": 0.0283,
  "lumo_ev": [4.035, 3.902],
  "total_charge": -1,
  "gap_ev": [3.98, 7.16]
}